{"formula": "C45H46AsMoN7O3", "method": "ωB97M-V/def2-TZVPD", "orbital_gap_ev": [6.26, 5.75], "energy_ha": -4654.9096, "spin_multiplicity": 3, "s_squared": 2.04, "e_above_lowest_ev": 0.664, "homo_ev": [-12.0, -12.0], "charge": 2, "lumo_ha": [-0.2116, -0.2312], "species": ["Mo", "C", "O", "C", "C", "C", "C", "C", "C", "N", "N", "C", "C", "C", "C", "O", "C", "N", "C", "C", "C", "C", "H", "H", "H", "H", "H", "H", "H", "H", "H", "H", "H", "H", "C", "C", "C", "C", "C", "C", "As", "N", "C", "C", "C", "C", "C", "C", "C", "C", "C", "C", "C", "C", "C", "C", "C", "C", "C", "C", "H", "H", "H", "H", "H", "H", "H", "H", "H", "H", "H", "H", "H", "H", "H", "H", "H", "H", "H", "H", "H", "H", "H", "H", "H", "H", "H", "C", "N", "C", "C", "C", "N", "C", "O", "N", "H", "H", "H", "H", "H", "H", "H"], "xyz": [[0.261445, 0.834547, -1.317002], [-5.927877, -5.239050, 1.014169], [-4.582110, -4.769009, 0.994077], [-3.842596, -5.043332, -0.100616], [-2.499334, -4.653824, -0.037942], [-1.657653, -4.873433, -1.106229], [-2.140194, -5.514576, -2.249285], [-3.454166, -5.945322, -2.284354], [-4.324712, -5.690878, -1.231609], [-1.370300, -5.907753, -3.410299], [-0.353914, -5.317551, -3.801457], [0.092781, -4.044347, -3.299927], [1.444558, -3.896633, -3.169168], [2.037479, -2.698754, -2.698479], [1.245804, -1.635746, -2.397886], [1.683117, -0.472281, -1.841559], [-0.134783, -1.716356, -2.684965], [-0.830109, -0.550562, -2.486469], [-2.114979, -0.506184, -2.800216], [-2.783578, -1.618506, -3.317531], [-2.110883, -2.802277, -3.475507], [-0.741488, -2.897199, -3.134971], [-6.315461, -4.990265, 1.996362], [-5.964425, -6.320111, 0.872337], [-6.525976, -4.742529, 0.247451], [-2.150261, -4.191143, 0.875946], [-0.614104, -4.594914, -1.038459], [-3.800628, -6.480780, -3.160062], [-5.354481, -6.006807, -1.301487], [2.069625, -4.750447, -3.398941], [3.108981, -2.639438, -2.555408], [-2.614998, 0.444892, -2.667997], [-3.825171, -1.528318, -3.589661], [-2.627990, -3.657709, -3.884921], [-4.389296, 2.129535, 4.394777], [-3.112462, 2.138784, 3.602726], [-1.878999, 2.169557, 4.221654], [-0.672250, 2.190448, 3.518321], [0.573009, 2.212901, 4.370160], [-0.727189, 2.189572, 2.121139], [0.782474, 1.999321, 0.914275], [0.415366, 0.193872, 0.467066], [0.611643, -0.949906, 1.285844], [0.403390, -2.219795, 0.759576], [0.675565, -3.336804, 1.535728], [1.120990, -3.195503, 2.842582], [1.291074, -1.924779, 3.376559], [1.044037, -0.805661, 2.600397], [2.521596, 2.320262, 1.665879], [3.626694, 1.465937, 1.610617], [3.705234, 0.145205, 0.886880], [4.800120, 1.895783, 2.234400], [4.922798, 3.135299, 2.834991], [6.193267, 3.554082, 3.518747], [3.837098, 4.007623, 2.761339], [2.644062, 3.631802, 2.177435], [1.521949, 4.636364, 2.093430], [-1.976673, 2.185307, 1.462182], [-2.124788, 2.282001, -0.032095], [-3.137519, 2.147556, 2.209798], [-4.225269, 1.763577, 5.406579], [-5.144286, 1.505531, 3.917585], [-4.796683, 3.139834, 4.468390], [-1.832703, 2.172131, 5.305726], [0.600881, 1.326251, 5.006978], [0.545457, 3.076990, 5.035658], [1.500264, 2.252378, 3.812050], [0.027946, -2.337608, -0.247086], [0.543021, -4.327131, 1.117096], [1.329893, -4.070662, 3.442792], [1.634421, -1.803046, 4.395613], [1.210312, 0.178604, 3.013535], [2.885247, -0.036186, 0.202765], [3.747503, -0.690529, 1.585934], [4.630379, 0.123808, 0.307619], [5.655342, 1.228217, 2.223131], [6.997588, 2.843661, 3.338739], [6.038743, 3.623483, 4.596974], [6.514949, 4.537329, 3.174632], [3.929484, 5.008893, 3.167320], [1.850719, 5.605052, 2.462413], [0.649811, 4.341630, 2.680426], [1.190869, 4.781985, 1.059960], [-1.722758, 3.211577, -0.432266], [-3.164506, 2.196395, -0.341161], [-1.609708, 1.445070, -0.546980], [-4.093086, 2.142628, 1.697353], [-0.929104, 4.197463, -4.833988], [0.278289, 3.456154, -4.432445], [1.480196, 3.612928, -5.069836], [2.588600, 2.945566, -4.694433], [2.482097, 2.037677, -3.594550], [1.288936, 1.882212, -3.010808], [0.210651, 2.577951, -3.403635], [-0.836916, 2.363744, -2.738885], [3.509570, 1.350379, -3.127142], [-0.619499, 5.084843, -5.377372], [-1.479062, 4.483580, -3.943393], [-1.559070, 3.574599, -5.465104], [1.479704, 4.307781, -5.898330], [3.522221, 3.084401, -5.217647], [4.410146, 1.414630, -3.570384], [3.326557, 0.604078, -2.466185]], "forces_ev_per_a": [[0.87, -0.33, -0.80], [0.04, 0.03, 0.03], [0.04, -0.04, -0.11], [-0.11, 0.03, 0.17], [0.07, 0.06, -0.05], [0.05, -0.15, 0.20], [0.26, -0.23, -0.48], [-0.28, 0.02, 0.03], [0.06, 0.03, -0.17], [0.11, 0.20, 0.60], [-0.33, 0.34, -0.21], [-0.18, -0.17, -0.10], [0.32, 0.13, 0.23], [0.16, -0.42, -0.06], [-0.08, 0.48, 0.27], [-0.26, -0.28, -0.08], [0.12, 0.07, 0.02], [-0.23, -0.32, 0.11], [-0.05, 0.01, -0.08], [-0.01, 0.10, 0.01], [0.08, -0.06, -0.05], [-0.11, 0.13, -0.39], [-0.01, 0.01, 0.00], [-0.01, 0.00, 0.01], [-0.01, -0.01, 0.00], [0.05, 0.01, -0.01], [-0.04, -0.03, 0.08], [0.03, -0.02, 0.03], [0.02, -0.05, 0.01], [0.01, 0.03, 0.01], [-0.03, -0.04, 0.05], [-0.02, -0.02, 0.06], [0.01, -0.01, 0.01], [0.02, -0.02, -0.02], [0.04, 0.01, -0.02], [-0.10, 0.01, 0.00], [0.06, -0.01, 0.04], [-0.05, -0.02, 0.04], [-0.03, -0.07, -0.02], [-0.09, 0.12, -0.01], [-0.28, -0.44, 0.05], [0.20, 0.24, 0.24], [-0.04, 0.35, -0.28], [-0.02, -0.12, 0.03], [-0.03, 0.00, -0.05], [-0.01, 0.02, 0.00], [0.03, -0.01, -0.02], [0.05, -0.05, 0.05], [0.17, 0.23, -0.10], [0.06, 0.07, 0.06], [-0.04, 0.04, 0.07], [0.00, -0.05, -0.04], [0.05, 0.05, 0.03], [-0.05, 0.00, -0.01], [0.04, 0.01, 0.03], [0.02, 0.00, 0.02], [-0.02, -0.05, 0.04], [-0.01, 0.09, -0.01], [0.21, 0.04, 0.04], [-0.05, 0.00, 0.04], [0.00, 0.00, 0.00], [0.01, 0.00, 0.00], [0.01, 0.00, -0.01], [0.00, -0.01, -0.01], [-0.03, 0.02, 0.00], [0.02, 0.01, -0.01], [0.01, -0.02, 0.01], [0.01, 0.01, 0.00], [-0.03, 0.02, 0.01], [0.00, 0.01, -0.01], [-0.02, -0.01, 0.00], [0.00, 0.01, -0.01], [-0.12, -0.01, -0.05], [-0.04, -0.02, 0.03], [0.00, -0.01, 0.03], [-0.01, 0.01, -0.01], [0.00, 0.00, 0.00], [0.00, -0.01, -0.01], [0.00, -0.01, 0.00], [0.00, -0.01, -0.01], [0.02, 0.01, -0.01], [0.04, 0.04, 0.00], [-0.01, 0.00, -0.01], [0.01, 0.00, -0.03], [-0.03, 0.01, 0.04], [-0.51, 0.02, 0.17], [0.00, -0.01, 0.01], [0.10, -0.05, -0.02], [-0.02, 0.04, -0.06], [-0.15, 0.06, -0.03], [0.06, -0.09, 0.10], [-0.04, 0.07, -0.19], [0.08, 0.22, 0.13], [-0.18, 0.03, 0.17], [0.14, -0.17, 0.20], [0.01, -0.09, -0.04], [-0.02, 0.01, -0.01], [0.00, 0.02, 0.01], [0.00, -0.01, 0.00], [0.00, 0.01, 0.02], [-0.01, 0.02, 0.01], [0.01, 0.00, 0.00], [-0.02, -0.01, 0.04]]}